{"formula": "C6H10O", "method": "ωB97M-V with the def2-TZVPD basis set", "smiles": "C[C@H]1C[C@]2(CO2)C1", "charge": 0, "e_tot_ha": -309.7228, "species": ["C", "C", "C", "C", "C", "O", "C", "H", "H", "H", "H", "H", "H", "H", "H", "H", "H"], "positions_angstrom": [[0.93936, 2.15253, -0.64823], [0.37376, 0.78102, -0.24400], [0.36220, -0.00052, 1.09683], [-0.26135, -1.15857, 0.30846], [-1.35594, -2.04801, 0.69103], [-0.01442, -2.51913, 0.58494], [0.02207, -0.49914, -1.04744], [1.60889, 2.56228, 0.10124], [1.31839, 2.16181, -1.66563], [0.01573, 2.90427, -0.66923], [-0.49929, 1.43450, -0.26305], [1.29312, -0.29956, 1.59669], [-0.29540, 0.46622, 1.83650], [-1.75647, -2.01298, 1.70591], [-2.04360, -2.42380, -0.06873], [-0.85583, -0.34849, -1.68304], [0.77940, -1.04949, -1.62115]], "atomic_forces_ev_per_a": [[-0.3, 1.6, -0.3], [-1.6, 1.1, 0.0], [0.0, 0.2, 0.1], [-0.1, 0.3, -0.1], [-0.3, 0.1, 0.0], [0.2, -0.1, 0.0], [-0.1, 0.1, -0.1], [0.5, 0.0, -0.3], [0.6, 0.1, 0.1], [2.2, -1.0, -0.1], [-1.8, -2.6, 0.9], [0.0, 0.2, -0.4], [0.1, -0.2, 0.1], [0.1, 0.0, -0.2], [0.1, 0.1, 0.1], [0.1, -0.2, 0.0], [0.1, 0.4, 0.2]]}